Computed, not measured: a 5-piece molecular cluster, C14H39NO5S3 overall at a distorted geometry, with ωB97M-V/def2-TZVPD.

The geometry in ORCA input format:
```
! RIJCOSX wB97M-V def2-TZVPD def2/J DEFGRID3
* xyz 0 1
C -3.07441 -1.24700 0.15221
C -2.27960 -2.20756 -0.75766
N -0.83628 -2.50097 -0.34575
C -0.04923 -1.21023 -0.23610
C -0.73833 -3.32588 0.93123
C -1.24428 -4.78929 0.90518
C -0.14249 -3.27640 -1.47540
C 1.26639 -3.67371 -1.27177
O 1.69050 -4.44815 -2.49438
C 3.18746 -4.62871 -2.72829
H -4.17261 -1.35961 -0.26083
H -2.91596 -0.19272 -0.13827
H -3.12293 -1.50896 1.32171
H -2.29727 -1.80341 -1.74277
H -2.68676 -3.24351 -0.94660
H 0.30002 -0.52838 -0.96909
H 0.96411 -1.38619 0.30185
H -0.50867 -0.35615 0.48680
H -1.14206 -2.86257 1.75506
H 0.31017 -3.29196 1.22214
H -2.25209 -4.80505 0.84514
H -0.99163 -5.09713 1.97341
H -0.60900 -5.37954 0.33221
H -0.28690 -2.71045 -2.37916
H -0.63194 -4.34129 -1.61002
H 1.59886 -4.18776 -0.38543
H 2.01207 -2.95355 -1.47574
H 3.62947 -4.78451 -1.69891
H 3.66195 -3.74645 -3.15443
H 3.22813 -5.34270 -3.40632
O 0.91586 1.83677 0.75339
H 0.65607 2.09538 1.63176
C 1.05693 0.53557 4.20368
S -0.47884 0.38407 3.29551
O -0.95802 -1.04968 3.64738
C -1.51388 1.60130 3.97215
H 1.00110 0.46115 5.33257
H 1.31127 1.60801 3.89580
H 1.63928 -0.16682 3.81848
H -1.53479 1.56456 5.06003
H -2.53339 1.69322 3.40752
H -1.21274 2.66276 3.72254
C 2.65117 5.04919 -2.84158
S 2.38166 3.55431 -1.93156
O 3.49679 2.59948 -2.38445
C 3.06813 4.05501 -0.32912
H 2.19494 5.90110 -2.36791
H 2.25913 4.83271 -3.94297
H 3.72670 5.23276 -2.76527
H 3.06310 3.22021 0.43548
H 2.61382 4.85674 0.31090
H 4.09509 4.23872 -0.41248
C -2.87069 2.49998 -1.55415
S -1.19170 3.13714 -1.35305
O -0.76085 4.14356 -2.53422
C -1.47468 4.30807 0.03699
H -3.15618 1.94545 -0.67134
H -2.55685 1.76959 -2.38535
H -3.56823 3.27993 -1.77042
H -1.95750 5.01653 -0.35611
H -0.57603 4.80622 0.48168
H -1.65335 3.51682 0.84408
*
```

- Strongest force on any atom: 9.78 eV/A
- LUMO energy: 0.1 eV
- Energy above the lowest of the compared OMol25 structures with the same formula, charge and spin: 0.000 eV